Entry 1
Molecular formula: C2H3ClNOP
Method: DFT, ωB97M-V/def2-TZVPD

Structure (XYZ):
```
9
Properties=species:S:1:pos:R:3:mulliken_charge:R:1
C 0.877 0.517 -0.292 -0.13
C 0.406 -0.241 0.889 -0.18
N 0.261 0.409 -1.356 -0.53
O -0.850 -0.823 0.556 -0.29
P -1.070 -0.958 -1.076 0.31
Cl -2.680 0.324 -1.309 -0.20
H 1.532 1.252 -0.184 0.49
H 1.208 -0.988 1.004 0.25
H 0.316 0.508 1.767 0.28
```

Output
Kohn-Sham gap (eV): 10.31
Lowest unoccupied orbital energy (eV): 0.7
SMILES string: ClP1N=CCO1

---

Entry 2
Molecular formula: C2H3ClNOP
Method: DFT, ωB97M-V/def2-TZVPD

Structure (XYZ):
```
9
Properties=species:S:1:pos:R:3:mulliken_charge:R:1
C 1.184 -1.413 -0.197 0.17
C -1.221 0.336 -0.119 -0.87
N 1.633 -2.456 -0.319 -0.31
O 0.916 0.354 1.817 -0.62
P 0.481 0.204 0.246 0.83
Cl 1.493 1.535 -0.806 -0.20
H -1.714 0.003 0.792 0.28
H -1.450 1.462 -0.322 0.31
H -1.323 -0.026 -1.092 0.40
```

Output
Kohn-Sham gap (alpha / beta) (eV): 10.88 / 10.88
Lowest unoccupied orbital energy (alpha / beta) (eV): 0.3 / 0.3
SMILES string: C[P@](=O)(Cl)C#N

---

Tell me which of them is the most stable. Sure, it is entry 1.

---

Entry 1
Molecular formula: C3H10NO
Method: DFT, ωB97M-V/def2-TZVPD

Structure (XYZ):
```
15
Properties=species:S:1:pos:R:3:mulliken_charge:R:1
C -1.453 -2.236 0.579 -0.61
O -1.364 -1.057 -0.266 -0.51
H -2.323 -2.812 0.246 0.30
H -0.595 -2.875 0.450 0.25
H -1.655 -1.937 1.600 0.26
H -2.174 -1.081 -0.780 0.31
C 1.791 0.856 0.465 -0.75
C 0.331 2.151 -0.934 -0.09
N 0.701 1.012 -0.511 0.06
H 2.411 1.750 0.474 0.31
H 2.348 -0.031 0.206 0.31
H 1.339 0.786 1.453 0.33
H 1.050 2.962 -0.887 0.25
H -0.652 2.387 -1.317 0.28
H 0.246 0.126 -0.778 0.30
```

Output
Kohn-Sham gap (eV): 9.50
Lowest unoccupied orbital energy (eV): -5.1
Total charge: +1

---

Entry 2
Molecular formula: C3H10NO
Method: DFT, ωB97M-V/def2-TZVPD

Structure (XYZ):
```
15
Properties=species:S:1:pos:R:3:mulliken_charge:R:1
C -1.361 1.456 0.974 -1.13
C -0.773 0.115 0.916 0.60
C -1.454 -1.003 0.693 -0.99
N 0.633 -0.062 0.725 -0.39
H -0.749 2.158 1.593 0.37
H -2.318 1.391 1.511 0.37
H -1.730 1.804 -0.067 0.28
H -1.027 -1.879 0.291 0.29
H -2.445 -1.106 0.926 0.33
H 1.241 0.784 1.053 0.42
H 1.122 -0.867 1.137 0.40
H 0.860 -0.115 -0.426 0.44
H 3.081 -0.491 -2.340 0.34
H 2.106 -0.398 -3.558 0.34
O 2.119 -0.532 -2.587 -0.67
```

Output
Kohn-Sham gap (eV): 10.71
Lowest unoccupied orbital energy (eV): -3.8
Total charge: +1

---

Entry 3
Molecular formula: C3H10NO
Method: DFT, ωB97M-V/def2-TZVPD

Structure (XYZ):
```
15
Properties=species:S:1:pos:R:3:mulliken_charge:R:1
O -0.348 1.733 -2.160 -0.44
C 0.173 0.871 -1.179 -0.54
C -0.915 -0.031 -0.520 -0.26
N -0.177 -0.953 0.281 -0.08
C 1.126 -1.463 3.091 -0.81
H -0.382 2.639 -1.948 0.36
H 0.848 0.149 -1.552 0.37
H 0.659 1.369 -0.441 0.42
H -1.422 -0.441 -1.355 0.37
H -1.635 0.626 0.031 0.32
H -0.466 -1.949 0.088 0.33
H 1.301 -2.411 2.693 0.31
H 0.609 -1.613 4.044 0.31
H 0.311 -1.146 2.384 0.09
H 1.887 -0.682 3.019 0.26
```

Output
Kohn-Sham gap (eV): 6.34
Lowest unoccupied orbital energy (eV): -9.6
Total charge: +1

---

Tell me which of them is the most stable. Sure, it is entry 1.

---

Entry 1
Molecular formula: C3H10NO
Method: DFT, ωB97M-V/def2-TZVPD

Structure (XYZ):
```
15
Properties=species:S:1:pos:R:3:mulliken_charge:R:1
C -0.637 -1.049 -2.165 -0.84
N -1.089 -0.045 -1.287 -0.25
H -0.997 -2.119 -1.829 0.30
H -0.945 -0.988 -3.146 0.37
H 0.489 -1.262 -2.189 0.29
H -1.350 -0.573 -0.348 0.43
H -1.793 0.469 -1.790 0.36
H -0.297 0.655 -1.011 0.32
C 0.202 0.544 2.558 -0.79
C 1.360 0.584 1.962 0.13
O 1.306 0.930 0.598 -0.48
H -0.007 0.022 3.483 0.24
H -0.696 1.136 2.392 0.29
H 2.331 0.256 2.327 0.32
H 2.122 1.440 0.446 0.31
```

Output
Kohn-Sham gap (eV): 9.22
Lowest unoccupied orbital energy (eV): -3.8
Total charge: +1

---

Entry 2
Molecular formula: C3H10NO
Method: DFT, ωB97M-V/def2-TZVPD

Structure (XYZ):
```
15
Properties=species:S:1:pos:R:3:mulliken_charge:R:1
C 1.477 0.637 0.652 -1.17
C 1.263 -0.105 -0.632 -0.23
C -0.884 -0.455 -1.784 -0.11
N -0.154 -0.595 -0.751 0.05
H 1.699 -0.144 1.386 0.36
H 0.676 1.075 1.239 0.38
H 2.369 1.228 0.748 0.34
H 1.941 -0.954 -0.626 0.26
H 1.404 0.356 -1.608 0.37
H -1.962 -0.401 -1.760 0.26
H -0.410 -0.281 -2.739 0.28
H -0.779 -0.516 0.066 0.26
H -2.375 0.187 1.905 0.29
H -1.209 0.504 2.786 0.31
O -1.429 0.371 1.856 -0.64
```

Output
Kohn-Sham gap (eV): 10.90
Lowest unoccupied orbital energy (eV): -5.1
Total charge: +1

---

Tell me which of them is the most stable. Sure, it is entry 2.

---

Entry 1
Molecular formula: C3H10NO
Method: DFT, ωB97M-V/def2-TZVPD

Structure (XYZ):
```
15
Properties=species:S:1:pos:R:3:mulliken_charge:R:1
C -0.887 -2.246 -0.538 -0.75
N -0.125 -0.960 -0.760 -0.29
H -1.939 -2.084 -0.940 0.32
H -0.982 -2.293 0.578 0.33
H -0.484 -3.093 -1.165 0.34
H -0.136 -0.798 -1.811 0.41
H -0.348 -0.079 -0.346 0.26
H 0.932 -1.305 -0.541 0.45
C 1.461 2.159 0.728 -0.47
C 0.423 1.388 1.262 -0.18
O -0.762 1.524 0.290 -0.70
H 2.503 2.032 1.116 0.26
H 1.317 2.836 -0.151 0.27
H 0.501 0.653 2.089 0.39
H -1.475 2.265 0.189 0.34
```

Output
Kohn-Sham gap (eV): 10.12
Lowest unoccupied orbital energy (eV): -3.6
Total charge: +1

---

Entry 2
Molecular formula: C3H10NO
Method: DFT, ωB97M-V/def2-TZVPD

Structure (XYZ):
```
15
Properties=species:S:1:pos:R:3:mulliken_charge:R:1
C -4.303 -1.302 2.676 -0.71
N -4.427 -1.777 1.268 -0.33
H -4.417 -0.229 2.786 0.32
H -3.377 -1.605 3.154 0.31
H -5.126 -1.769 3.215 0.32
H -3.940 -1.185 0.587 0.36
H -3.969 -2.685 1.201 0.37
H -5.385 -1.978 0.978 0.36
O 6.799 1.589 -1.945 -0.43
C 5.820 1.945 -2.540 0.12
C 4.437 1.775 -2.006 -0.84
H 5.897 2.147 -3.617 0.30
H 4.056 2.022 -1.015 0.31
H 3.694 2.343 -2.581 0.29
H 4.242 0.710 -2.161 0.24
```

Output
Kohn-Sham gap (eV): 6.97
Lowest unoccupied orbital energy (eV): -4.3
Total charge: +1

---

Tell me which of them is the most stable. Sure, it is entry 2.